Entry 1:
Formula: C41H41N4O3V
Source: OMol25
Level of theory: ωB97M-V with the def2-TZVPD basis set

The geometry in XYZ format:
```
90
C41H41N4O3V, DFT ωB97M-V with the def2-TZVPD basis set
H 1.2229 3.4725 -5.5693
H 2.5911 1.5546 4.5399
C 1.6033 0.9178 -2.6874
C 2.7044 -0.7762 -1.6009
O -1.0605 4.3160 4.4684
C 1.0756 -3.2023 -2.7106
H -2.3670 -2.8866 2.3757
H 1.2966 3.3102 5.5544
C -0.3656 -1.1631 5.2155
C 0.3369 -2.0361 3.0909
O -0.2575 1.4772 0.9104
C 0.5154 1.8539 -2.6594
C -0.8120 4.7842 5.7974
C -1.5605 -0.5136 3.2360
C -2.2803 -3.1860 1.3390
C -1.5036 -2.2451 -0.9448
H -3.5543 -0.7580 -3.0425
H 1.5262 -2.6171 1.3797
H -3.1838 0.9171 3.2408
H -0.8724 4.4508 -4.2843
C 3.3054 -0.2181 2.7855
C -0.2572 3.3655 3.9855
H 3.0611 1.9442 -5.5991
H -2.7484 0.4806 -2.1330
H -3.2388 0.8150 -3.7768
C 0.9048 2.8789 4.6302
C 0.0393 1.8280 2.1709
H 3.0208 -0.6005 3.7818
H 0.6006 -3.9457 2.1207
H 1.4284 -2.5310 -5.2704
H -1.5948 3.2733 2.3358
H -2.0074 2.4768 -0.6780
C -2.7392 0.1831 2.5508
C -1.5105 -0.5261 -3.6555
C -1.4826 -2.2043 0.5482
N -0.7958 -1.3252 -1.4646
H -0.7876 3.9437 6.4702
C 2.0634 0.3011 2.1689
H -2.4003 0.7082 1.6453
N 1.7161 0.0906 -1.6049
H -1.8299 -4.1932 1.3155
H 0.0111 -1.1386 -6.6563
C -0.6580 -1.2999 -2.8927
H 1.1868 -2.9899 -1.6369
C 0.3577 -2.0761 -3.4513
H 3.7430 -1.0164 2.1772
C -2.8351 0.0528 -3.1179
C -1.3422 2.6013 -1.5236
C -0.1944 -1.1626 -5.5973
H -0.2781 -1.1010 6.2858
C 2.5233 0.9824 -3.7170
C -0.6716 -1.2715 2.5185
C 1.6605 1.8797 4.0560
H -2.4107 4.2229 -2.4143
H 2.8197 -1.3818 -0.7182
H 4.2407 -0.0422 -4.5406
C 1.3136 2.7892 -4.7499
H -3.3479 -3.1834 -1.3896
H -3.5009 -0.5141 2.2244
H -1.6333 5.4355 6.0036
H 1.2384 -2.4969 4.9794
C 3.5502 0.0291 -3.7096
H 2.0516 -3.4491 -3.1324
H -2.1142 0.1152 5.1924
C -0.6958 3.6709 -3.5527
C 0.4685 -1.9257 4.4647
H 2.0296 -3.3241 2.8801
C 3.6057 -0.8386 -2.6553
C 0.6196 -1.9712 -4.8294
N -0.3119 1.7509 -1.5829
C 1.2420 1.2731 2.8024
H -3.2756 -3.3074 0.9470
H 4.0703 0.5451 2.8663
C -1.2612 -0.4770 -5.0320
H 4.3682 -1.5885 -2.5714
C -1.5675 3.5589 -2.5112
C 1.1658 -3.0344 2.3143
H 0.4653 -4.1138 -2.8318
C 0.3683 2.7836 -3.6733
C -1.4193 -0.4679 4.6075
V 0.2214 0.1003 -0.1918
H -2.1448 -3.1806 -2.7465
O 1.7979 -0.1259 0.9559
C -2.3145 -3.2706 -1.6617
C 2.3647 1.9333 -4.7591
H -1.9688 0.0400 -5.6710
H -2.0501 -4.2864 -1.3592
H 0.1563 5.3282 5.8344
N -0.7555 -1.2969 1.0557
C -0.6908 2.8247 2.7357
```

The spin multiplicity is 2. Its net charge is +3. The value obtained for the energy is -80951.4725 eV. As for the expectation value of S²: 0.776.

***

Entry 2:
Formula: C4H11NOS2
Source: OMol25
Level of theory: ωB97M-V with the def2-TZVPD basis set

The geometry in XYZ format:
```
19
C4H11NOS2, DFT ωB97M-V with the def2-TZVPD basis set
H -0.8134 2.6439 -1.5722
H 1.0551 -1.6190 -0.2121
S -2.2324 0.2572 -0.6482
C -0.6572 0.6159 -1.0225
H -0.0643 -2.4192 1.5879
H 1.4290 0.4653 -0.6663
N 0.7219 -0.8530 0.5493
H -0.2484 -2.5589 -1.6072
O 1.0838 2.5199 0.3359
S 1.0654 -2.4857 -1.8221
H -1.2763 -1.5606 0.5697
C 0.5184 0.3346 -0.0791
H -0.3911 0.3044 -2.0329
H -0.6782 -0.8443 2.1109
H -0.5095 2.0405 -1.1586
C -0.4243 -1.4510 1.2424
H 1.2182 1.3331 1.9626
C 0.6345 1.5819 1.0644
H -0.4312 1.6950 1.3984
```

The value obtained for the energy is -29525.8111 eV.

***

Entry 3:
Formula: C19H26BN7Pt
Source: OMol25
Level of theory: ωB97M-V with the def2-TZVPD basis set

The geometry in XYZ format:
```
54
C19H26BN7Pt, DFT ωB97M-V with the def2-TZVPD basis set
H -1.4222 -1.3030 3.4225
H 2.8365 -0.8815 -4.6744
H -0.1197 2.5345 0.5436
H -1.8422 -2.8415 -1.2468
H 4.1027 0.1413 1.8078
C 2.0902 0.0300 0.9528
C 0.3082 -0.3753 2.5098
N 1.3416 -0.6408 -3.1194
H 2.1015 -2.8043 -0.8534
C 2.9098 -2.1878 -2.8069
C 2.0412 -2.1761 -1.7207
C -2.0251 -0.2485 -4.3648
H -0.3856 0.5573 5.5783
C -2.8352 -0.8507 -2.3698
H -2.1207 1.1356 5.6726
H -1.1099 0.2745 0.7204
N -1.5363 -0.5265 -2.2642
C -1.1233 -0.3736 2.9160
C 1.2703 -0.6164 3.5203
H 0.8932 3.4240 -3.5336
H -1.8934 0.0352 -5.3827
N -1.0377 -0.1104 -3.4665
Pt -0.5249 -0.5889 -0.5808
H 3.3736 -0.6370 4.0603
N 0.1236 1.2617 -1.2050
H -1.8187 2.1020 2.3385
H 2.4644 0.2105 -0.0584
H -1.8911 -0.1639 2.1796
C 0.7436 -0.2456 1.1914
C 0.3909 3.4586 -1.3398
C -3.1350 -0.7653 -3.7235
C -1.3575 2.0403 3.3442
H -0.3003 2.3666 3.2552
C -1.4219 0.4205 5.2192
C 0.1058 2.4117 -0.4893
H 0.9424 -1.0456 4.4883
C 0.5790 2.9082 -2.6107
H -1.8977 2.6547 4.0738
H -3.3805 -1.2810 -1.5466
H -0.2545 -3.1699 -0.1866
N 0.3834 1.5727 -2.5107
C -1.1004 -2.4928 -0.4391
H 3.7737 -2.8220 -2.9650
H -1.7115 -2.3276 0.4473
N -1.4806 0.6971 3.8242
H 0.6380 0.8938 -4.7059
B 0.3948 0.4764 -3.5977
N 1.1051 -1.2354 -1.9182
C 2.6378 -0.4580 3.2627
C 3.0404 -0.0443 1.9847
C 2.4458 -1.2046 -3.6924
H -1.7391 -0.6292 5.3689
H -4.0540 -1.0747 -4.1470
H 0.4814 4.5145 -1.1625
```

The spin multiplicity is 5. Its net charge is +2. The value obtained for the energy is -34455.7737 eV. As for the expectation value of S²: 6.021.

***

Entry 4:
Formula: C4H11NOS
Source: OMol25
Level of theory: ωB97M-V with the def2-TZVPD basis set

The geometry in XYZ format:
```
18
C4H11NOS, DFT ωB97M-V with the def2-TZVPD basis set
H -1.5311 0.7939 -1.2603
C -0.5236 -0.3292 1.0835
H -2.2501 -0.7845 -1.0737
H -1.0866 -1.2328 -3.0454
C -0.2474 -0.6746 -0.4251
H -1.1614 0.6119 0.9630
H 0.5974 -0.0358 -0.9068
H 1.5780 -0.3815 1.2858
H -1.1673 -1.1092 1.6158
H 0.7037 0.0007 2.7993
C -1.3634 -0.2197 -1.4118
H -0.5363 -2.5739 0.0201
H 1.0752 -2.0999 -0.0968
S 1.0597 1.7823 1.0823
O -0.7877 -0.4062 -2.7108
H 0.5914 2.7840 1.9085
N 0.1347 -2.0605 -0.5614
C 0.7329 0.0875 1.7684
```

The SMILES is N[C@@H](CO)CCS. The value obtained for the energy is -18697.6219 eV.

***

Entry 5:
Formula: C4H9NO
Source: OMol25
Level of theory: ωB97M-V with the def2-TZVPD basis set

The geometry in XYZ format:
```
15
C4H9NO, DFT ωB97M-V with the def2-TZVPD basis set
O -0.9070 1.2625 -1.3666
H 1.6926 -1.0093 -1.2840
C -2.4003 -0.4954 -0.7772
C 1.1793 0.5238 1.7131
H 2.2121 0.7905 2.0051
C -1.3805 -0.0772 -1.5055
H 0.5130 1.2861 2.0987
C 1.6864 -0.7383 -0.1757
H -3.0168 0.2329 -0.3767
H -0.3863 1.4190 -0.4882
H -0.8294 -0.8096 -2.2078
H 0.6052 -0.3212 2.1227
H -2.3631 -1.5148 -0.5418
H 2.3473 -0.9076 0.5632
N 1.0473 0.3585 0.2206
```

The SMILES is C=CO.C=NC. The value obtained for the energy is -7827.5236 eV.

***

Entry 6:
Formula: C5H7N
Source: OMol25
Level of theory: ωB97M-V with the def2-TZVPD basis set

The geometry in XYZ format:
```
13
C5H7N, DFT ωB97M-V with the def2-TZVPD basis set
N -0.9036 0.2718 0.3576
C 0.2159 0.9809 0.6750
H -1.5140 0.9875 -1.7111
H 0.8533 -2.3309 -1.7966
H 0.4338 0.5601 2.7418
H 1.2415 -1.7942 -0.0647
C -1.4612 0.1139 -0.9358
H -2.5716 -0.3035 -0.8513
H 1.7810 1.6249 1.9165
C 0.8490 0.9452 1.8048
C -0.3399 -0.8931 -1.0836
C 0.6223 -1.7213 -0.9250
H 0.7934 1.5588 -0.1278
```

The spin multiplicity is 3. The value obtained for the energy is -6780.9469 eV. As for the expectation value of S²: 2.038.

***

ΔE to the lowest compared entry with this formula, charge and spin list, top to bottom, in kJ/mol: 0.0, 921.4, 139.4, 221.6, 462.8, 255.5
Molecular weight list, top to bottom, in g/mol: 688.748, 153.272, 558.356, 121.205, 87.122, 81.118